Entry 1:
Molecular formula: C21H50AlO8S3
Method: DFT, ωB97M-V with the def2-TZVPD basis set

ΔE to the lowest compared entry with this formula, charge and spin: 7.989 eV

ORCA input file:
```
! wB97M-V def2-TZVPD RIJCOSX def2/J DEFGRID3
* xyz -1 1
C -0.015 2.388 5.505
C 0.325 1.638 4.070
C 0.103 0.015 4.338
C 0.728 -0.886 3.110
C -0.415 -1.035 1.918
C 0.084 -0.398 0.484
C -0.866 -0.935 -0.778
C -1.849 0.273 -1.316
C -1.282 1.013 -2.669
C -1.041 2.649 -2.417
C -0.362 3.215 -3.797
C -0.563 4.819 -4.067
C 0.014 5.113 -5.593
C 1.191 6.251 -5.659
Al 3.110 5.530 -5.660
S 3.308 3.280 -5.998
C 2.245 2.580 -7.372
O 4.804 3.032 -6.439
O 3.139 2.415 -4.690
H 0.977 2.505 6.119
H -0.829 1.723 6.036
H -0.541 3.433 5.292
H 1.440 1.817 3.703
H -0.388 2.076 3.250
H -1.049 -0.132 4.500
H 0.686 -0.250 5.320
H 1.028 -1.930 3.566
H 1.694 -0.375 2.651
H -1.355 -0.407 2.291
H -0.673 -2.170 1.769
H 1.187 -0.796 0.300
H 0.017 0.774 0.546
H -0.154 -1.366 -1.628
H -1.560 -1.761 -0.322
H -2.880 -0.228 -1.620
H -1.986 1.135 -0.504
H -2.080 0.904 -3.546
H -0.291 0.505 -3.047
H -2.020 3.195 -2.081
H -0.189 2.696 -1.583
H -0.726 2.588 -4.744
H 0.797 3.024 -3.714
H -0.095 5.503 -3.241
H -1.736 5.030 -4.123
H 0.288 4.079 -6.067
H -0.894 5.537 -6.242
H 1.068 6.920 -4.679
H 1.069 7.019 -6.563
H 3.991 6.275 -6.785
H 3.784 5.868 -4.247
H 1.342 2.011 -6.837
H 1.728 3.397 -8.055
H 2.786 1.733 -8.016
O -2.841 -2.496 3.159
S -4.171 -2.803 2.679
O -4.980 -1.830 1.977
O -5.047 -3.428 3.903
C -5.151 -2.691 5.113
C -6.136 -1.545 4.980
C -4.089 -4.277 1.691
H -4.167 -2.333 5.435
H -5.509 -3.385 5.880
H -5.764 -0.784 4.289
H -6.306 -1.068 5.949
H -7.093 -1.901 4.585
H -3.524 -5.036 2.234
H -3.583 -4.029 0.756
H -5.105 -4.621 1.484
O 2.858 -3.168 2.970
S 3.469 -3.461 1.691
O 2.693 -3.580 0.476
O 4.412 -4.782 1.842
C 3.839 -5.972 2.364
C 2.994 -6.683 1.323
C 4.774 -2.290 1.407
H 3.258 -5.760 3.268
H 4.668 -6.623 2.659
H 2.103 -6.099 1.074
H 2.667 -7.659 1.692
H 3.559 -6.823 0.396
H 5.397 -2.231 2.301
H 4.318 -1.319 1.202
H 5.360 -2.615 0.545
*
```

Here are the Löwdin charges for atoms 1 to 5, given in e: atom 1 (C): -0.164, atom 2 (C): -0.262, atom 3 (C): -0.233, atom 4 (C): -0.203, atom 5 (C): -0.212

Entry 2:
Molecular formula: C21H50BN13O22
Method: DFT, ωB97M-V with the def2-TZVPD basis set

ORCA input file:
```
! wB97M-V def2-TZVPD RIJCOSX def2/J DEFGRID3
* xyz 0 1
C 6.152 1.362 -0.379
C 5.796 -0.001 -0.972
C 4.867 -0.856 -0.096
C 3.560 -0.175 0.335
C 2.809 -1.028 1.402
B 2.588 0.144 -0.867
N 2.402 -0.788 -1.913
C 1.800 1.506 -0.874
C 0.569 1.613 -0.217
C -0.130 2.810 -0.217
N 0.331 3.918 -0.798
C 1.522 3.827 -1.388
C 2.278 2.671 -1.475
H 6.915 1.253 0.393
H 5.294 1.895 0.025
H 6.582 2.007 -1.150
H 6.726 -0.563 -1.100
H 5.341 0.119 -1.960
H 5.407 -1.176 0.805
H 4.603 -1.749 -0.675
H 3.809 0.780 0.810
H 3.368 -1.940 1.611
H 1.803 -1.304 1.084
H 2.719 -0.473 2.340
H 1.541 -0.741 -2.438
H 2.609 -1.750 -1.674
H 0.142 0.758 0.298
H -1.102 2.857 0.262
H 1.914 4.739 -1.830
H 3.231 2.678 -1.994
C -4.031 1.617 -2.259
N -4.066 1.602 -0.776
O -4.883 2.302 -0.213
O -3.261 0.888 -0.215
H -4.787 2.301 -2.623
H -3.039 1.947 -2.543
H -4.216 0.600 -2.595
C 7.175 -3.882 1.879
N 5.693 -3.967 1.769
O 5.031 -3.665 2.739
O 5.247 -4.327 0.700
H 7.422 -3.545 2.879
H 7.570 -4.872 1.677
H 7.511 -3.178 1.123
C -6.947 2.424 1.899
N -8.283 2.607 2.528
O -8.822 1.647 3.035
O -8.764 3.725 2.486
H -6.656 1.387 2.011
H -7.042 2.702 0.856
H -6.259 3.093 2.406
C 0.525 -5.482 -0.151
N 1.162 -4.302 0.493
O 1.223 -4.281 1.701
O 1.589 -3.431 -0.240
H 0.206 -6.158 0.630
H -0.318 -5.117 -0.730
H 1.265 -5.941 -0.797
C -2.271 6.333 -1.380
N -3.097 5.231 -1.946
O -2.533 4.178 -2.161
O -4.271 5.447 -2.151
H -1.262 5.952 -1.253
H -2.319 7.161 -2.081
H -2.721 6.613 -0.433
C 9.553 2.993 -2.190
N 9.914 2.119 -1.040
O 10.777 2.504 -0.282
O 9.306 1.074 -0.941
H 10.171 3.882 -2.147
H 9.730 2.422 -3.096
H 8.498 3.231 -2.091
C 3.286 3.543 2.425
N 4.303 4.081 1.480
O 5.471 3.834 1.689
O 3.878 4.723 0.542
H 3.802 2.987 3.198
H 2.741 4.391 2.828
H 2.620 2.908 1.843
C 1.319 -9.424 1.775
N 2.160 -8.872 0.677
O 3.352 -9.057 0.724
O 1.579 -8.264 -0.204
H 1.971 -9.933 2.475
H 0.807 -8.588 2.241
H 0.603 -10.103 1.322
C -11.558 3.200 1.673
N -13.028 3.048 1.490
O -13.752 3.310 2.427
O -13.409 2.668 0.401
H -11.356 3.539 2.680
H -11.115 2.226 1.489
H -11.221 3.921 0.935
C -2.187 -1.963 -2.802
N -3.651 -2.199 -2.965
O -4.363 -1.968 -2.006
O -4.034 -2.596 -4.040
H -2.013 -1.603 -1.795
H -1.687 -2.908 -2.993
H -1.898 -1.228 -3.548
C -6.669 -2.754 -0.005
N -7.024 -2.296 1.367
O -6.653 -1.190 1.706
O -7.654 -3.064 2.060
H -6.111 -1.968 -0.492
H -6.076 -3.657 0.102
H -7.597 -2.969 -0.524
*
```

Here are the Löwdin charges for atoms 1 to 5, given in e: atom 1 (C): -0.103, atom 2 (C): -0.231, atom 3 (C): -0.194, atom 4 (C): -0.272, atom 5 (C): -0.042

LUMO (eV)
1.7, -0.4
M (g mol⁻¹)
553.8, 847.5